1.
C13H12O5PV | ωB97M-V/def2-TZVPD

The value obtained for the HOMO energy (spin up / spin down) is -11.76 / -12.36 eV. Its energy above the lowest of the compared OMol25 structures with the same formula, charge and spin is 11.3 kcal/mol. For the molar mass, the calculation gives 330.15 g mol⁻¹. Its LUMO energy (spin up / spin down) is -5.501 / -5.494 eV. The total charge is +1. As for the spin multiplicity: 4.

XYZ file:
```
32
Properties=species:S:1:pos:R:3:forces:R:3
H -2.4649 -1.5968 0.5343 -0.08 0.28 0.03
C -1.5420 0.2680 -0.0612 0.36 0.16 0.03
H -3.1589 3.2555 -0.3750 0.04 -0.36 0.06
V 1.1925 0.2917 1.6117 -3.67 4.18 -1.71
C -3.0045 2.1954 -0.1630 -0.03 -0.03 -0.03
C -2.6104 -0.5317 0.3548 -0.13 0.16 0.23
C -4.0678 1.4081 0.2925 0.29 -0.31 0.01
O 3.2928 1.6098 -1.4596 0.23 -0.21 0.24
C 2.0093 1.8578 2.4005 4.45 3.58 3.61
H -0.2794 -2.5519 0.8115 0.06 0.00 -0.32
H -0.4958 -0.5516 -2.5709 0.22 0.10 0.26
C -0.0072 -2.2124 -0.1954 0.04 -0.22 0.05
H -5.0518 1.8541 0.4481 0.33 -0.14 -0.06
H -0.9066 2.2386 -0.7094 -0.33 -0.10 0.12
C 0.3832 -0.1520 -2.0459 0.46 0.34 -0.46
H 0.4896 0.9149 -2.2633 0.01 -0.18 -0.07
C -1.7420 1.6295 -0.3478 -0.10 -0.09 0.31
O 0.0270 -1.7311 3.5260 0.70 3.32 -2.64
P 0.1646 -0.3980 -0.2660 -2.58 -1.68 -2.31
O 2.7498 2.5653 2.9512 -2.91 -2.10 -2.15
H 0.9698 -2.6407 -0.4639 -0.37 0.04 0.13
O 3.7957 -1.0223 1.4531 -2.90 1.05 0.00
C 0.3474 -0.8626 2.8046 -1.24 -5.38 4.48
C 2.7205 -0.5452 1.4586 6.97 -3.13 0.86
C 3.9314 0.5362 -1.5164 -3.79 0.85 0.49
H -4.6957 -0.5782 0.8912 0.18 0.16 -0.12
O 3.1012 -1.8493 -1.2534 -0.43 1.82 0.18
C -3.8695 0.0412 0.5459 0.12 0.32 -0.17
H -0.7615 -2.5424 -0.9222 0.18 0.05 0.19
H 1.2770 -0.6737 -2.4056 -0.34 0.17 -0.06
H 4.9252 0.4658 -1.8128 2.06 -0.47 -0.35
C 3.2811 -0.6917 -1.2522 2.23 -2.17 -0.83
```
Positions in Å, forces in eV/Å.


2.
C13H12O5PY | ωB97M-V/def2-TZVPD

The value obtained for the HOMO energy is -15.24 eV. Its energy above the lowest of the compared OMol25 structures with the same formula, charge and spin is 0.0 kcal/mol. For the molar mass, the calculation gives 368.11 g mol⁻¹. Its LUMO energy is -9.474 eV. The total charge is +2.

XYZ file:
```
32
Properties=species:S:1:pos:R:3:forces:R:3
O -0.4412 1.2402 3.2505 1.48 -1.80 -5.21
H 3.2874 -3.2273 0.9722 -0.13 -0.12 0.36
C -0.7623 -2.3807 5.0393 0.12 0.02 0.02
H 0.0422 -0.4694 -1.8836 -0.21 -0.37 0.27
H 1.8957 -1.8173 7.1247 -0.31 -0.07 -0.45
H -0.5033 -2.4580 7.1908 -0.03 -0.01 -0.22
C 1.3133 -1.8964 6.1983 -0.10 -0.08 -0.25
O -3.3916 -0.3872 -0.4512 4.59 1.33 -0.05
Y 0.1894 0.3319 -0.1128 0.46 0.31 -1.03
C 3.4320 -0.5506 2.4495 -0.02 0.48 -0.25
C 2.4477 0.0508 -0.7736 6.16 -0.75 -2.71
H -0.7093 -2.2317 2.8825 0.11 0.06 0.31
O 3.5175 -0.0992 -1.1905 -4.71 0.58 1.93
C -2.2829 -0.0689 -0.4286 -5.07 -1.39 -0.11
O -0.0064 2.2631 -4.8503 0.01 -2.18 3.79
H 3.0088 -1.4193 5.0263 -0.48 0.02 -0.22
C -0.1819 0.8732 2.1771 -2.26 2.24 7.33
H 4.1820 -0.6118 1.6465 -0.22 0.01 0.32
C 1.2101 -1.7188 3.7655 -0.51 -0.02 -0.04
H 3.3238 -3.4282 2.7758 -0.50 0.35 -0.51
C 0.0011 1.7116 -3.8334 0.02 2.30 -3.67
H 3.1252 0.4936 2.5921 0.34 -0.08 0.08
C -0.0347 -2.2631 6.2302 0.08 0.11 -0.28
H 3.8507 -0.9282 3.3899 0.08 0.17 -0.44
C -0.1170 -2.0031 -0.0877 -1.22 -5.44 -0.58
H -1.8112 -2.6930 5.0724 0.44 0.13 -0.05
C 1.9390 -1.6450 4.9762 0.01 0.08 -0.20
H 1.8758 -3.9375 1.8141 0.42 0.20 0.09
P 1.9389 -1.5184 2.0675 0.78 -0.39 1.75
O -0.2879 -3.1471 -0.1806 0.81 4.57 0.39
C 2.6858 -3.1921 1.8959 -0.26 -0.28 -0.77
C -0.1418 -2.1062 3.8130 0.09 0.02 0.41
```
Positions in Å, forces in eV/Å.


3.
C13H13F3N2OPtSe | ωB97M-V/def2-TZVPD

The value obtained for the HOMO energy is -7.91 eV. Its energy above the lowest of the compared OMol25 structures with the same formula, charge and spin is 20.6 kcal/mol. For the molar mass, the calculation gives 544.29 g mol⁻¹. Its LUMO energy is -1.020 eV. The total charge is 0.

XYZ file:
```
34
Properties=species:S:1:pos:R:3:forces:R:3
C 1.3496 1.7017 -3.4093 0.04 -0.03 0.01
H 3.3160 -2.7960 1.3873 -0.01 -0.05 0.02
F 0.9712 3.6130 -4.7502 0.00 0.01 0.03
Pt 1.0325 -0.2858 1.0925 1.36 -0.06 -1.20
C 0.4537 0.9537 2.3094 -0.20 -0.02 0.37
C -2.2034 -1.1673 1.9581 -0.03 -0.01 -0.02
H 2.4026 -3.8454 0.2839 0.03 0.02 0.01
F 0.0254 1.7632 -5.3541 0.00 -0.01 0.02
Se -0.7897 -1.7725 0.8159 -0.48 -0.12 0.27
H 1.1896 1.1052 3.1152 -0.01 0.11 -0.01
H 1.9553 2.5068 -0.2023 -0.06 0.00 0.00
H -3.0308 -0.1377 5.0654 -0.01 0.01 0.01
C 1.1224 2.2823 -4.7811 -0.02 0.01 -0.06
H 1.6305 -1.2585 -1.7903 -0.07 -0.02 0.04
H -5.5616 -0.8090 1.9088 -0.02 0.00 0.01
H 1.5813 3.5922 -2.4003 -0.01 0.01 0.00
C -2.0360 -0.7887 3.2850 0.05 0.01 -0.02
O 1.9932 -1.8377 0.1134 -0.68 -0.17 0.60
C -3.5004 -1.1779 1.4574 0.00 -0.01 0.02
F 2.1576 2.0141 -5.5947 0.01 -0.01 0.02
C 1.3681 0.3258 -3.2513 0.04 0.09 0.04
C -3.1490 -0.4331 4.0283 0.04 0.00 0.04
H 1.6058 -3.1440 1.6966 0.01 -0.04 -0.01
C -4.5468 -0.8109 2.2915 0.00 -0.01 -0.06
H -0.4453 1.5447 2.4858 -0.15 -0.15 -0.13
H 1.2051 -0.3381 -4.0882 0.00 0.00 -0.01
C 1.5710 2.5163 -2.3124 0.04 -0.04 -0.04
C 2.3393 -2.9463 0.9075 0.18 0.09 -0.10
N -4.3936 -0.4364 3.5569 -0.04 0.01 0.03
C 1.7762 1.9113 -1.0868 0.06 -0.05 0.03
N 1.7773 0.5839 -0.9197 -0.21 0.48 0.14
C 1.5877 -0.1964 -1.9889 0.11 0.01 0.01
H -1.0534 -0.7768 3.7396 0.00 -0.04 0.00
H -3.7016 -1.4557 0.4314 0.02 0.00 -0.02
```
Positions in Å, forces in eV/Å.


4.
C13H13FN4OS2Sc | ωB97M-V/def2-TZVPD

The value obtained for the HOMO energy is -10.70 eV. For the molar mass, the calculation gives 369.36 g mol⁻¹. Its LUMO energy is -4.075 eV. The total charge is +1.

XYZ file:
```
35
Properties=species:S:1:pos:R:3:forces:R:3
C -0.5509 7.5169 1.4013 -0.17 0.35 0.10
C 0.2499 5.3511 2.0422 0.02 -0.04 -0.14
N -0.0437 -5.0629 0.1247 -0.54 -0.96 0.16
C -1.0861 -4.3103 0.0170 0.15 0.08 -0.04
O -3.2304 8.1584 0.6338 -0.51 -0.04 -0.15
C 0.6845 -3.0004 -0.2709 -0.46 -0.07 -0.02
C -0.1034 6.6388 2.3811 -0.05 0.03 -0.02
C -2.4895 -4.7328 0.1712 -0.13 -0.06 0.06
H -3.0868 10.8699 2.4040 -0.02 0.09 0.03
N 1.0312 -4.2772 -0.0537 -0.43 1.31 -0.18
H -0.9159 7.8309 -0.6903 0.00 0.04 -0.01
H -2.0388 -1.9897 -1.3068 0.31 -0.10 0.27
H -0.0783 6.9587 3.4107 0.01 0.03 0.11
N -1.4898 -1.8771 -0.4466 -0.41 0.26 -0.04
N -0.6898 -3.0055 -0.2404 0.80 -0.39 0.05
H 1.9666 -4.6587 -0.0190 -0.09 0.09 0.01
H -2.9331 -4.2598 1.0485 -0.04 -0.02 0.02
H -4.5112 10.3540 1.4477 0.03 0.00 -0.03
H -0.2822 5.5202 -1.3031 -0.03 -0.02 -0.09
C -3.6947 10.0264 2.0885 -0.38 0.19 -0.07
Sc 0.0923 0.2375 0.2262 0.45 -0.13 -0.61
H -4.1247 9.5597 2.9749 0.01 -0.01 0.06
S 1.6956 -1.6989 -0.5866 0.33 0.86 -0.14
S -1.1448 9.1079 1.9251 0.33 -0.02 0.07
C 0.3370 3.5650 0.4042 -0.04 -0.30 -0.11
C -0.2352 5.8450 -0.2751 0.05 -0.06 -0.01
H -2.5094 -5.8105 0.3081 -0.03 0.01 0.00
C -2.8663 9.0002 1.3976 0.64 -0.31 0.07
H 0.5615 4.6497 2.8008 0.03 -0.05 0.05
H -2.1442 -1.7896 0.3457 0.46 -0.06 -0.36
F -0.5161 -0.6973 1.6497 -0.16 0.20 0.79
C -0.5858 7.1372 0.0672 0.06 -0.10 0.00
H -3.0879 -4.4740 -0.7021 0.00 -0.01 -0.03
C 0.1560 4.9361 0.7102 -0.09 0.36 0.18
C 0.3918 2.3660 0.1801 -0.09 -1.15 0.01
```
Positions in Å, forces in eV/Å.


5.
C13H13N | ωB97M-V/def2-TZVPD

Its SMILES is c1ccc2c3c(ccc2c1)CCNC3. The value obtained for the HOMO energy is -7.85 eV. Its energy above the lowest of the compared OMol25 structures with the same formula, charge and spin is 106.6 kcal/mol. For the molar mass, the calculation gives 183.25 g mol⁻¹. Its LUMO energy is 0.161 eV. The total charge is 0.

XYZ file:
```
27
Properties=species:S:1:pos:R:3:forces:R:3
H 3.6263 -1.4041 -1.1809 -2.80 0.04 3.85
C -1.0555 2.1528 -0.1164 2.90 1.30 1.72
C 1.5981 -1.5931 -0.3641 -4.10 -0.29 4.16
H 0.9609 3.1130 -0.1137 -0.94 -1.13 0.68
C -2.9406 -1.7395 0.1416 6.83 -0.14 1.58
H -4.6702 -0.2658 0.2495 2.45 -1.49 -0.34
H -1.7847 2.9104 0.2130 0.87 0.18 -0.93
H -3.8301 1.6082 -0.1377 2.39 -0.81 0.44
C 3.2965 -0.1827 0.5999 2.99 -1.26 1.49
C 2.6690 1.1150 0.1202 0.14 -0.09 -3.08
C -1.4375 -1.6312 0.0504 -5.36 2.66 0.08
C -3.4792 -0.4559 0.1179 -6.47 1.88 0.53
C 1.1012 0.9718 -0.2071 2.23 -0.51 0.42
H 4.4539 0.0008 0.4917 -2.10 -0.67 0.30
H -0.9428 -2.5113 0.2243 1.57 -1.88 0.11
C 0.3410 2.1632 -0.0238 1.33 1.13 -1.88
H -3.2262 -2.7184 0.6732 -0.49 1.82 -1.50
C 0.5713 -0.3661 -0.3107 6.50 3.29 0.45
H 1.2078 -2.2074 -1.1257 0.64 -0.80 -1.51
H 1.2206 -2.2513 0.5873 0.65 1.38 -1.75
H 2.6526 1.8707 0.8688 0.61 0.61 0.65
C -0.7207 -0.3355 -0.0665 -6.21 -2.64 -0.49
N 2.9819 -1.4242 -0.1323 3.39 1.16 -5.18
H 3.5093 1.4950 -0.7931 -3.04 -0.80 2.23
C -1.4987 0.8948 -0.0591 -4.70 -2.17 -0.31
C -2.9910 0.8227 -0.0027 1.31 -2.28 -0.39
H 3.2262 -0.5698 1.6920 -0.58 1.54 -1.33
```
Positions in Å, forces in eV/Å.


6.
C13H13N3O | ωB97M-V/def2-TZVPD

Its SMILES is Cc1cc(N=C2C=CC(=O)C=C2)c(N)cc1N. The value obtained for the HOMO energy is -7.18 eV. Its energy above the lowest of the compared OMol25 structures with the same formula, charge and spin is 67.5 kcal/mol. For the molar mass, the calculation gives 227.27 g mol⁻¹. Its LUMO energy is -1.176 eV. The total charge is 0.

XYZ file:
```
30
Properties=species:S:1:pos:R:3:forces:R:3
C -1.7086 -0.5289 1.6714 -2.26 0.65 4.57
C 2.5374 1.3697 -1.0408 -0.22 -1.49 0.41
H 2.3561 -2.4955 -1.7710 -1.45 0.48 0.60
N -0.9257 -1.1091 -0.5728 0.94 1.14 0.05
H 1.5856 3.7449 -1.5090 1.17 1.18 -0.50
C 0.2222 -0.2617 -0.5156 -0.27 1.23 -1.12
H 3.5882 3.0869 -1.4323 0.55 -0.43 0.14
N 1.5289 -2.1259 -1.2626 -0.52 -2.09 -0.12
N 3.7198 2.1107 -1.1906 0.43 -0.74 0.07
C 1.4564 -0.7984 -0.9818 -2.62 -1.22 0.14
C -1.8137 -1.0971 0.3527 0.26 -1.08 -0.62
C -2.5826 -0.9730 2.7220 3.45 2.39 -3.20
H 4.6750 1.6520 -1.2998 -2.36 1.02 0.01
H -0.7526 1.7222 -0.1575 0.36 -0.77 -0.43
H 0.2214 3.7523 -0.6639 -2.16 0.63 0.70
H 1.7389 3.6453 0.3479 -0.34 1.02 -0.79
C 2.5447 -0.0623 -1.1827 2.62 3.61 0.91
H -4.5578 -3.1508 0.9526 0.54 -0.18 -0.11
C 0.1485 1.1590 -0.4750 1.17 -0.21 0.89
H 0.6054 -2.6057 -1.3002 1.47 0.32 -0.16
O -3.8138 -2.7360 3.4589 0.10 0.06 -1.23
H -2.6239 -0.5051 3.7237 0.29 -0.52 -0.76
C 1.2966 1.9778 -0.6700 -0.48 -3.85 -0.97
C -2.9578 -1.9776 0.0684 -0.94 -1.25 -0.95
H -3.1309 -2.1928 -1.0621 0.24 0.31 2.29
H -1.0288 0.2989 1.9680 -0.32 -0.81 -0.78
H 3.4908 -0.5947 -1.1390 0.15 0.17 -0.76
C -3.3593 -2.1442 2.4699 -1.60 -1.30 1.60
C 1.1891 3.3978 -0.5861 1.83 0.61 0.84
C -3.6496 -2.5586 1.0771 -0.03 1.11 -0.70
```
Positions in Å, forces in eV/Å.